[1]
CH8N3O2P | the ωB97M-V functional and the def2-TZVPD basis

Structure (XYZ):
```
15
Properties=species:S:1:pos:R:3
N 2.644 -0.214 -0.332
P 1.006 -0.328 -0.163
N 0.574 1.292 -0.366
O 0.315 -1.267 -1.054
O 0.747 -0.736 1.401
H 3.061 0.701 -0.566
H 3.219 -0.864 -0.890
H -0.047 1.209 -1.171
H 0.286 1.834 0.451
H 1.565 -1.336 1.629
C -2.363 -0.239 0.126
N -3.270 0.583 -0.147
H -2.075 -0.511 1.110
H -1.866 -1.018 -0.628
H -3.796 0.896 0.601
```

Summary:
SMILES: NP(N)(=O)O.C=N
relative energy (zero: lowest compared OMol25 entry of this formula, charge and spin): 100.2 kJ/mol
calculated total energy: -699.0529 Ha
HOMO-LUMO gap: 0.36420 hartree
max |F|: 3.27 eV Å⁻¹

***

[2]
C20H22F3N2O4S2 | the ωB97M-V functional and the def2-TZVPD basis

Structure (XYZ):
```
53
Properties=species:S:1:pos:R:3
C 2.762 -0.706 2.420
C 3.010 0.788 2.412
O 2.099 1.457 1.526
C 2.252 2.799 1.654
C 1.144 3.592 1.017
C 1.405 5.029 0.715
N -0.001 3.105 1.422
C -1.144 3.693 1.582
C -2.382 2.977 1.845
C -3.514 3.776 2.101
C -4.768 3.208 2.221
C -4.899 1.816 2.101
C -3.778 0.994 1.936
C -2.513 1.570 1.788
O 3.113 3.310 2.348
H 3.540 -1.229 2.991
H 1.790 -0.937 2.903
H 2.751 -1.160 1.409
H 2.832 1.198 3.415
H 4.034 0.996 2.084
H 2.442 5.126 0.370
H 0.740 5.381 -0.080
H 1.256 5.600 1.636
H -1.235 4.798 1.528
H -3.358 4.856 2.165
H -5.630 3.854 2.396
H -5.893 1.387 2.124
H -3.902 -0.089 1.905
H -1.628 0.960 1.606
C -1.078 -2.352 -3.147
N 0.171 -2.920 -3.645
S 0.074 -3.313 -5.316
C 0.111 -5.164 -5.122
F 0.713 -5.636 -6.259
F 0.801 -5.581 -4.031
F -1.140 -5.699 -5.037
S 1.710 -2.250 -3.286
C 1.323 -2.252 -1.574
C 1.165 -1.016 -0.945
C 0.608 -0.992 0.321
C 0.326 -2.193 0.982
C 0.476 -3.429 0.347
C 0.943 -3.454 -0.965
O 2.712 -3.218 -3.631
O 1.794 -0.892 -3.753
H -1.815 -3.164 -3.173
H -0.956 -2.009 -2.124
H -1.458 -1.579 -3.831
H 1.443 -0.116 -1.479
H 0.452 -0.029 0.803
H -0.047 -2.162 2.004
H 0.179 -4.354 0.851
H 0.966 -4.375 -1.533
```

Summary:
net charge: -1
calculated total energy: -2281.7389 Ha
HOMO-LUMO gap: 0.16658 hartree
max |F|: 2.67 eV Å⁻¹

***

[3]
C37H62N2O24 | the ωB97M-V functional and the def2-TZVPD basis

Structure (XYZ):
```
125
Properties=species:S:1:pos:R:3
C 7.535 -5.368 15.445
C 6.923 -6.620 16.045
C 5.595 -6.344 16.913
O 4.599 -6.884 16.129
C 5.028 -7.449 15.081
O 4.328 -8.101 14.325
O 6.367 -7.326 14.933
H 6.816 -4.873 14.810
H 8.442 -5.671 14.860
H 7.780 -4.679 16.294
H 7.728 -7.174 16.583
H 5.284 -5.297 17.109
H 5.581 -6.940 17.860
C 11.688 -0.444 14.909
C 12.507 -0.939 16.112
C 14.012 -1.073 15.834
O 14.604 -0.073 16.597
C 13.727 0.511 17.361
O 13.977 1.415 18.192
O 12.526 -0.011 17.179
H 11.973 0.571 14.617
H 10.611 -0.492 15.221
H 11.797 -1.071 14.009
H 12.169 -1.861 16.456
H 14.234 -0.938 14.726
H 14.424 -2.012 16.137
C 4.843 -4.009 21.268
C 5.801 -4.347 20.129
C 7.048 -3.368 20.087
O 8.110 -4.340 20.067
C 7.660 -5.598 20.037
O 8.358 -6.602 19.846
O 6.331 -5.624 20.124
H 4.526 -3.000 21.249
H 5.309 -4.159 22.235
H 4.061 -4.726 21.095
H 5.348 -4.177 19.210
H 7.190 -2.894 21.036
H 7.111 -2.654 19.277
C 12.333 5.340 18.102
C 11.101 4.446 17.678
C 10.937 3.129 18.431
O 9.620 3.108 18.840
C 8.997 4.316 18.600
O 7.858 4.670 18.962
O 9.898 5.104 17.925
H 12.162 6.288 17.624
H 13.245 4.974 17.638
H 12.447 5.506 19.174
H 11.152 4.330 16.585
H 11.626 2.965 19.242
H 11.180 2.366 17.727
C 5.310 2.651 18.894
C 5.320 2.626 20.424
C 3.925 2.502 21.034
O 3.890 1.233 21.608
C 5.024 0.626 21.402
O 5.267 -0.508 21.758
O 5.907 1.394 20.689
H 4.987 3.664 18.533
H 4.645 1.903 18.431
H 6.273 2.412 18.477
H 6.054 3.383 20.798
H 3.060 2.604 20.372
H 3.811 3.296 21.767
C 15.248 -4.946 14.776
O 13.870 -5.433 14.666
C 13.002 -4.480 14.255
O 13.420 -3.183 13.973
O 11.779 -4.871 14.066
C 10.741 -3.913 13.627
H 15.842 -5.871 15.007
H 15.399 -4.242 15.694
H 15.725 -4.467 13.882
H 10.597 -3.180 14.451
H 9.770 -4.392 13.406
H 11.010 -3.363 12.753
C 7.469 -1.602 14.522
O 6.627 -2.259 15.400
C 6.073 -1.488 16.330
O 6.155 -0.060 16.353
O 5.429 -2.146 17.284
C 4.663 -1.376 18.262
H 6.934 -0.893 13.915
H 7.958 -2.328 13.930
H 8.251 -1.011 15.000
H 4.322 -2.016 19.070
H 3.744 -1.058 17.773
H 5.276 -0.521 18.665
C 6.778 2.027 11.651
O 7.081 1.453 12.888
C 7.884 2.115 13.701
O 8.226 3.515 13.468
O 8.272 1.457 14.776
C 9.019 2.101 15.786
H 6.542 3.054 11.823
H 5.966 1.442 11.283
H 7.601 1.914 11.005
H 10.112 2.238 15.683
H 8.913 1.476 16.708
H 8.614 3.062 16.075
C 8.057 0.116 19.250
C 9.554 -0.176 19.063
C 10.034 -1.663 19.080
C 9.798 -2.320 17.782
N 9.565 -2.863 16.775
H 7.472 -0.557 18.605
H 7.816 1.126 19.072
H 7.764 -0.134 20.254
H 10.108 0.398 19.843
H 9.917 0.370 18.163
H 9.628 -2.117 19.959
H 11.123 -1.675 19.175
C 11.166 -8.157 16.192
C 12.038 -7.130 16.934
C 11.210 -5.867 17.168
C 11.923 -4.934 18.051
N 12.442 -4.139 18.776
H 10.362 -8.565 16.838
H 11.758 -8.961 15.786
H 10.750 -7.637 15.338
H 12.867 -6.921 16.324
H 12.531 -7.574 17.848
H 10.233 -6.042 17.608
H 11.084 -5.380 16.169
```

Summary:
SMILES: C[C@H]1COC(=O)O1.C[C@H]1COC(=O)O1.C[C@H]1COC(=O)O1.C[C@H]1COC(=O)O1.C[C@H]1COC(=O)O1.COC(=O)OC.COC(=O)OC.COC(=O)OC.CCCC#N.CCCC#N
relative energy (zero: lowest compared OMol25 entry of this formula, charge and spin): 7.8 kJ/mol
calculated total energy: -3362.1949 Ha
HOMO-LUMO gap: 0.38343 hartree
max |F|: 8.84 eV Å⁻¹

***

[4]
C18H28CuO10 | the ωB97M-V functional and the def2-TZVPD basis

Structure (XYZ):
```
57
Properties=species:S:1:pos:R:3
Cu 0.892 0.275 0.226
O 2.377 1.168 -1.144
C 3.002 2.161 -0.344
C 3.197 1.702 1.209
O 2.151 1.027 1.859
H 2.344 3.029 -0.372
H 3.953 2.470 -0.778
H 3.482 2.514 1.879
H 3.979 0.952 1.326
O 1.866 -1.737 -0.305
C 2.772 -2.223 -0.963
O 2.560 -3.267 -1.798
C 3.725 -3.855 -2.180
C 4.808 -3.239 -1.312
C 4.271 -1.895 -0.827
H 4.070 -3.684 -3.199
H 3.648 -4.931 -2.025
H 5.739 -3.147 -1.872
H 5.005 -3.897 -0.466
H 4.659 -1.101 -1.464
H 4.625 -1.638 0.172
O -0.576 1.896 0.391
C -1.042 2.976 0.805
O -2.319 3.040 1.282
C -2.534 4.282 1.911
C -1.240 4.938 2.152
C -0.335 4.287 1.074
H -3.069 4.159 2.852
H -3.127 4.917 1.253
H -0.904 4.653 3.149
H -1.424 6.002 2.005
H 0.715 4.159 1.341
H -0.199 4.780 0.111
O -0.684 -0.401 -1.170
C -1.235 -0.831 -2.205
O -0.552 -1.625 -2.994
C -1.345 -2.011 -4.109
C -2.762 -1.651 -3.748
C -2.656 -0.626 -2.615
H -1.154 -3.049 -4.378
H -1.120 -1.541 -5.067
H -3.167 -2.578 -3.343
H -3.540 -1.361 -4.455
H -3.249 -0.919 -1.749
H -2.719 0.392 -3.001
O -0.381 -0.876 1.557
C -1.438 -0.929 2.211
O -1.518 -1.307 3.561
C -2.844 -1.366 3.981
C -3.589 -1.720 2.712
C -2.850 -0.754 1.754
H -3.189 -0.454 4.468
H -2.931 -2.152 4.732
H -4.644 -1.458 2.804
H -3.373 -2.780 2.584
H -3.157 0.290 1.808
H -2.974 -1.065 0.717
```

Summary:
relative energy (zero: lowest compared OMol25 entry of this formula, charge and spin): 201.4 kJ/mol
⟨S²⟩: 0.76
multiplicity: 2
calculated total energy: -3095.4190 Ha
HOMO-LUMO gap (spin up / spin down): 0.24491 / 0.23913 hartree
max |F|: 5.08 eV Å⁻¹

***

[5]
C15H9Cl5O3Rh | the ωB97M-V functional and the def2-TZVPD basis

Structure (XYZ):
```
33
Properties=species:S:1:pos:R:3
Rh -0.309 -0.228 -2.030
C 0.025 -0.414 4.695
O 1.364 -0.347 4.203
C 1.568 -0.390 2.891
C 2.920 -0.356 2.485
C 3.220 -0.394 1.160
C 2.219 -0.475 0.155
C 2.568 -0.572 -1.229
C 3.977 -0.633 -1.728
O 1.695 -0.614 -2.138
C 0.870 -0.499 0.592
O -0.200 -0.615 -0.208
C 0.552 -0.448 1.947
H 0.111 -0.413 5.776
H -0.460 -1.333 4.365
H -0.547 0.456 4.370
H 3.689 -0.301 3.241
H 4.260 -0.369 0.873
H 4.729 -0.767 -0.961
H 4.174 0.299 -2.261
H 4.048 -1.441 -2.456
H -0.491 -0.463 2.220
Cl -3.226 -2.293 -2.300
C -3.354 -0.582 -2.345
C -2.196 0.174 -2.333
C -2.276 1.541 -2.343
Cl -0.650 2.238 -2.191
C -3.454 2.252 -2.375
Cl -3.454 3.959 -2.364
C -4.629 1.486 -2.413
Cl -6.132 2.287 -2.480
C -4.583 0.080 -2.394
Cl -6.032 -0.824 -2.426
```

Summary:
relative energy (zero: lowest compared OMol25 entry of this formula, charge and spin): 127.0 kJ/mol
net charge: +1
calculated total energy: -3213.8960 Ha
HOMO-LUMO gap (spin up / spin down): 0.21777 / 0.22965 hartree
max |F|: 0.64 eV Å⁻¹

***

What did the fourth record say?
C18H28CuO10 | the ωB97M-V functional and the def2-TZVPD basis

Structure (XYZ):
```
57
Properties=species:S:1:pos:R:3
Cu 0.892 0.275 0.226
O 2.377 1.168 -1.144
C 3.002 2.161 -0.344
C 3.197 1.702 1.209
O 2.151 1.027 1.859
H 2.344 3.029 -0.372
H 3.953 2.470 -0.778
H 3.482 2.514 1.879
H 3.979 0.952 1.326
O 1.866 -1.737 -0.305
C 2.772 -2.223 -0.963
O 2.560 -3.267 -1.798
C 3.725 -3.855 -2.180
C 4.808 -3.239 -1.312
C 4.271 -1.895 -0.827
H 4.070 -3.684 -3.199
H 3.648 -4.931 -2.025
H 5.739 -3.147 -1.872
H 5.005 -3.897 -0.466
H 4.659 -1.101 -1.464
H 4.625 -1.638 0.172
O -0.576 1.896 0.391
C -1.042 2.976 0.805
O -2.319 3.040 1.282
C -2.534 4.282 1.911
C -1.240 4.938 2.152
C -0.335 4.287 1.074
H -3.069 4.159 2.852
H -3.127 4.917 1.253
H -0.904 4.653 3.149
H -1.424 6.002 2.005
H 0.715 4.159 1.341
H -0.199 4.780 0.111
O -0.684 -0.401 -1.170
C -1.235 -0.831 -2.205
O -0.552 -1.625 -2.994
C -1.345 -2.011 -4.109
C -2.762 -1.651 -3.748
C -2.656 -0.626 -2.615
H -1.154 -3.049 -4.378
H -1.120 -1.541 -5.067
H -3.167 -2.578 -3.343
H -3.540 -1.361 -4.455
H -3.249 -0.919 -1.749
H -2.719 0.392 -3.001
O -0.381 -0.876 1.557
C -1.438 -0.929 2.211
O -1.518 -1.307 3.561
C -2.844 -1.366 3.981
C -3.589 -1.720 2.712
C -2.850 -0.754 1.754
H -3.189 -0.454 4.468
H -2.931 -2.152 4.732
H -4.644 -1.458 2.804
H -3.373 -2.780 2.584
H -3.157 0.290 1.808
H -2.974 -1.065 0.717
```

Summary:
relative energy (zero: lowest compared OMol25 entry of this formula, charge and spin): 201.4 kJ/mol
⟨S²⟩: 0.76
multiplicity: 2
calculated total energy: -3095.4190 Ha
HOMO-LUMO gap (spin up / spin down): 0.24491 / 0.23913 hartree
max |F|: 5.08 eV Å⁻¹

***

Please write out number 2 again, unchanged.
C20H22F3N2O4S2 | the ωB97M-V functional and the def2-TZVPD basis

Structure (XYZ):
```
53
Properties=species:S:1:pos:R:3
C 2.762 -0.706 2.420
C 3.010 0.788 2.412
O 2.099 1.457 1.526
C 2.252 2.799 1.654
C 1.144 3.592 1.017
C 1.405 5.029 0.715
N -0.001 3.105 1.422
C -1.144 3.693 1.582
C -2.382 2.977 1.845
C -3.514 3.776 2.101
C -4.768 3.208 2.221
C -4.899 1.816 2.101
C -3.778 0.994 1.936
C -2.513 1.570 1.788
O 3.113 3.310 2.348
H 3.540 -1.229 2.991
H 1.790 -0.937 2.903
H 2.751 -1.160 1.409
H 2.832 1.198 3.415
H 4.034 0.996 2.084
H 2.442 5.126 0.370
H 0.740 5.381 -0.080
H 1.256 5.600 1.636
H -1.235 4.798 1.528
H -3.358 4.856 2.165
H -5.630 3.854 2.396
H -5.893 1.387 2.124
H -3.902 -0.089 1.905
H -1.628 0.960 1.606
C -1.078 -2.352 -3.147
N 0.171 -2.920 -3.645
S 0.074 -3.313 -5.316
C 0.111 -5.164 -5.122
F 0.713 -5.636 -6.259
F 0.801 -5.581 -4.031
F -1.140 -5.699 -5.037
S 1.710 -2.250 -3.286
C 1.323 -2.252 -1.574
C 1.165 -1.016 -0.945
C 0.608 -0.992 0.321
C 0.326 -2.193 0.982
C 0.476 -3.429 0.347
C 0.943 -3.454 -0.965
O 2.712 -3.218 -3.631
O 1.794 -0.892 -3.753
H -1.815 -3.164 -3.173
H -0.956 -2.009 -2.124
H -1.458 -1.579 -3.831
H 1.443 -0.116 -1.479
H 0.452 -0.029 0.803
H -0.047 -2.162 2.004
H 0.179 -4.354 0.851
H 0.966 -4.375 -1.533
```

Summary:
net charge: -1
calculated total energy: -2281.7389 Ha
HOMO-LUMO gap: 0.16658 hartree
max |F|: 2.67 eV Å⁻¹

***

Which formula does entry 5 have? C15H9Cl5O3Rh

***

Among the records above, which one has the highest calculated total energy? CH8N3O2P